{
  "formula": "C48H45FN6O3Ta",
  "method": "ωB97M-V with the def2-TZVPD basis set",
  "lumo_ev": -8.59,
  "charge": 3,
  "spin_multiplicity": 1,
  "homo_ev": -15.97,
  "symbols": ["Ta", "C", "C", "N", "C", "C", "C", "C", "C", "C", "C", "C", "C", "N", "C", "H", "H", "H", "H", "H", "H", "H", "H", "C", "C", "C", "C", "N", "C", "C", "C", "C", "C", "C", "N", "H", "H", "H", "H", "H", "H", "H", "H", "C", "C", "C", "C", "C", "C", "C", "F", "C", "C", "C", "O", "C", "C", "N", "C", "C", "O", "O", "H", "H", "H", "H", "H", "H", "H", "H", "H", "H", "H", "C", "C", "C", "C", "C", "C", "C", "C", "N", "C", "C", "C", "C", "H", "H", "H", "H", "H", "H", "H", "H", "H", "H", "H", "H", "H", "H", "H", "H", "H", "H"],
  "xyz": [[-0.86904, 0.18970, 0.15585], [-1.16387, -0.01291, 4.78880], [-0.70897, 0.04635, 3.47216], [-1.51844, 0.10372, 2.42708], [-2.85597, 0.01398, 2.64334], [-3.40177, -0.01568, 3.93006], [-2.51375, -0.00430, 5.02049], [-4.82218, -0.12145, 4.09885], [-5.62361, -0.28453, 3.02978], [-5.07376, -0.35824, 1.70737], [-5.86780, -0.64842, 0.58234], [-5.27281, -0.75882, -0.64588], [-3.90082, -0.54504, -0.75184], [-3.12564, -0.25744, 0.28319], [-3.70193, -0.18124, 1.51131], [-0.45070, -0.05856, 5.59952], [0.35245, 0.05807, 3.27081], [-2.90398, -0.02714, 6.03066], [-5.23144, -0.10259, 5.10080], [-6.69338, -0.39591, 3.15263], [-6.93402, -0.79854, 0.70096], [-5.83870, -1.00402, -1.53384], [-3.41202, -0.59288, -1.71178], [-3.83355, 3.62005, -0.59419], [-3.36978, 4.65874, 0.19019], [-2.18245, 4.48257, 0.88272], [-1.50589, 3.28384, 0.79970], [-1.98507, 2.24817, 0.08271], [-3.11164, 2.44354, -0.61312], [-0.19233, 3.07058, 1.43581], [0.44071, 4.05889, 2.16520], [1.67782, 3.81458, 2.73805], [2.24926, 2.56665, 2.55644], [1.56326, 1.62948, 1.81277], [0.36773, 1.85873, 1.25482], [-4.73779, 3.70314, -1.18047], [-3.90929, 5.59428, 0.25590], [-1.79761, 5.29526, 1.47879], [-3.45711, 1.62100, -1.20819], [-0.02117, 5.02579, 2.29024], [2.18201, 4.58276, 3.30928], [3.21414, 2.31189, 2.97147], [2.00391, 0.66425, 1.63815], [4.35706, -5.11920, 2.42868], [3.90875, -5.15065, 0.97504], [5.04069, -5.31345, -0.02542], [5.98236, -4.11983, 0.02167], [5.21968, -2.82769, -0.11528], [5.84354, -1.68787, -0.56209], [5.13750, -0.49228, -0.70617], [5.78616, 0.58536, -1.13421], [3.80440, -0.40399, -0.43587], [3.13616, -1.55210, 0.01639], [1.73675, -1.51645, 0.28976], [1.08276, -0.39334, 0.13537], [1.12040, -2.67700, 0.74479], [1.87318, -3.82650, 0.92556], [3.16412, -3.88075, 0.66665], [3.84202, -2.76180, 0.19407], [-0.33238, -2.72549, 1.02008], [-0.85498, -3.62604, 1.60830], [-1.02077, -1.68866, 0.51631], [4.89386, -6.03757, 2.66409], [3.49787, -5.05257, 3.09774], [5.01885, -4.27630, 2.63009], [3.18586, -5.95223, 0.83154], [4.62212, -5.42329, -1.02876], [5.57649, -6.23353, 0.20140], [6.72359, -4.18657, -0.77372], [6.54221, -4.11269, 0.95967], [6.89640, -1.70248, -0.81899], [3.28391, 0.53270, -0.57645], [1.39580, -4.72523, 1.29797], [2.26654, 3.74240, -1.56633], [0.96398, 3.17309, -2.06237], [0.08154, 3.92336, -2.81625], [-1.11011, 3.36903, -3.32827], [-2.01589, 4.19604, -4.19762], [-1.42407, 2.06187, -3.01966], [-0.55592, 1.28224, -2.25245], [0.63721, 1.83601, -1.80146], [-0.93815, -0.02574, -1.78350], [-0.89325, -1.14776, -2.82151], [-1.77559, -2.34434, -2.46668], [0.56520, -1.61356, -2.87207], [-1.30754, -0.65913, -4.20713], [3.05920, 3.56759, -2.29686], [2.57857, 3.27913, -0.62727], [2.19789, 4.81851, -1.41381], [0.31853, 4.95746, -3.04211], [-2.04952, 5.23190, -3.85870], [-3.03061, 3.79948, -4.22266], [-1.64522, 4.20832, -5.22423], [-2.35388, 1.64145, -3.38131], [1.34829, 1.20804, -1.28173], [-1.69397, -2.65463, -1.42842], [-1.45686, -3.17843, -3.09209], [-2.82517, -2.17618, -2.70846], [0.81043, -2.20515, -1.98842], [1.25667, -0.77301, -2.95842], [0.70676, -2.25222, -3.74411], [-2.34423, -0.31943, -4.22825], [-1.23754, -1.50541, -4.89063], [-0.66074, 0.12818, -4.59431]],
  "forces_ev_per_angstrom": [[0.210, 0.264, -0.755], [0.064, -0.003, 0.027], [-0.004, 0.137, 0.046], [-0.102, 0.095, -0.123], [0.191, -0.149, 0.212], [-0.065, 0.005, 0.110], [-0.056, -0.006, 0.028], [0.050, 0.002, 0.069], [-0.094, -0.012, -0.041], [-0.159, -0.036, -0.028], [-0.019, 0.005, 0.057], [-0.051, -0.040, -0.072], [0.089, -0.085, -0.009], [0.011, 0.221, 0.097], [-0.102, -0.020, -0.111], [-0.005, 0.009, -0.007], [0.051, 0.013, 0.010], [-0.004, -0.001, -0.014], [0.023, 0.003, -0.008], [0.013, 0.001, -0.018], [0.013, 0.006, 0.005], [-0.014, 0.009, 0.019], [0.005, 0.043, -0.006], [0.056, -0.057, -0.012], [0.012, 0.006, 0.026], [-0.126, 0.313, 0.048], [0.181, -0.113, -0.099], [0.078, -0.111, 0.278], [-0.137, 0.141, -0.006], [-0.108, -0.095, 0.080], [0.101, 0.193, 0.120], [-0.005, -0.038, -0.016], [-0.025, 0.076, 0.006], [0.260, 0.112, 0.004], [-0.333, -0.060, -0.189], [0.006, 0.005, 0.006], [0.011, -0.002, 0.002], [0.014, -0.013, -0.010], [-0.011, -0.007, -0.098], [0.023, -0.006, 0.009], [-0.015, 0.004, -0.007], [-0.003, 0.023, 0.011], [-0.014, -0.018, 0.030], [-0.039, 0.020, 0.020], [0.087, 0.004, 0.031], [-0.039, 0.054, -0.059], [-0.025, 0.018, 0.002], [0.087, -0.159, 0.032], [0.101, -0.007, -0.010], [-0.034, 0.033, -0.008], [0.025, -0.031, 0.003], [0.020, 0.088, -0.015], [0.028, -0.006, -0.027], [-0.324, -0.152, 0.143], [0.286, -0.195, 0.256], [-0.072, 0.341, -0.157], [0.124, -0.130, 0.061], [0.007, -0.032, -0.032], [0.000, 0.064, -0.020], [0.170, -0.328, 0.074], [-0.120, 0.127, -0.034], [-0.173, -0.464, 0.155], [-0.005, 0.000, -0.015], [0.034, 0.003, 0.005], [-0.012, -0.001, 0.010], [-0.058, 0.025, -0.021], [0.015, -0.003, 0.002], [-0.011, -0.017, 0.014], [-0.005, 0.007, -0.011], [0.008, 0.024, 0.011], [-0.020, -0.010, 0.011], [-0.004, -0.044, -0.012], [0.026, -0.006, -0.007], [-0.053, -0.011, -0.060], [-0.040, 0.214, -0.036], [-0.025, -0.142, 0.028], [0.054, 0.149, 0.012], [0.048, 0.026, 0.047], [-0.159, 0.129, -0.121], [-0.066, 0.001, 0.242], [0.125, -0.226, 0.129], [-0.109, -0.147, -0.199], [0.091, -0.070, -0.079], [-0.033, 0.016, 0.009], [0.005, 0.015, 0.021], [0.006, -0.014, -0.044], [0.008, 0.002, 0.016], [-0.027, -0.008, -0.003], [0.003, -0.002, -0.007], [-0.013, -0.008, -0.004], [-0.015, -0.024, -0.005], [0.021, -0.010, 0.018], [0.022, -0.004, -0.001], [0.022, 0.023, 0.037], [-0.011, 0.060, -0.112], [-0.007, 0.010, -0.014], [0.006, -0.016, 0.027], [0.030, -0.003, 0.001], [0.035, 0.051, -0.016], [-0.001, -0.007, 0.016], [0.006, 0.000, 0.004], [0.023, 0.003, -0.010], [-0.001, -0.002, 0.013], [-0.031, -0.041, 0.020]],
  "lowdin_charge": [1.973, 0.007, -0.084, 0.010, -0.133, -0.110, 0.052, 0.022, 0.021, -0.108, 0.057, 0.014, -0.117, -0.016, -0.134, 0.129, 0.109, 0.143, 0.137, 0.137, 0.143, 0.133, 0.092, 0.010, 0.017, 0.034, -0.183, 0.018, -0.107, -0.188, 0.037, 0.016, 0.001, -0.123, 0.003, 0.133, 0.137, 0.122, 0.091, 0.122, 0.137, 0.131, 0.105, -0.007, -0.275, -0.117, -0.107, -0.101, 0.100, -0.238, 0.120, 0.079, -0.045, -0.246, -0.250, -0.027, 0.078, 0.059, -0.036, -0.492, 0.174, -0.214, 0.106, 0.091, 0.091, 0.154, 0.136, 0.138, 0.137, 0.134, 0.154, 0.118, 0.170, -0.016, -0.235, 0.037, -0.224, -0.018, -0.035, -0.327, -0.031, -0.108, -0.548, -0.030, -0.008, -0.030, 0.101, 0.066, 0.091, 0.137, 0.091, 0.084, 0.103, 0.118, 0.082, 0.072, 0.108, 0.080, 0.075, 0.095, 0.106, 0.087, 0.107, 0.098]
}

***

{
  "formula": "C3H6IN2O",
  "method": "ωB97M-V with the def2-TZVPD basis set",
  "s2": 2.01,
  "lumo_ev": [-3.62, -9.14],
  "charge": 1,
  "spin_multiplicity": 3,
  "homo_ev": [-13.09, -13.86],
  "symbols": ["C", "C", "C", "N", "N", "O", "I", "H", "H", "H", "H", "H", "H"],
  "xyz": [[0.49942, -1.46930, -0.50213], [0.67282, -0.87303, 1.50862], [1.47894, -0.61047, 0.26984], [0.01778, -1.89600, 0.70428], [0.16231, 1.41782, -1.52969], [0.30637, -1.71362, -1.65645], [3.33622, 0.05304, -0.05958], [1.39149, -1.14837, 2.26536], [0.20520, 0.05617, 1.74374], [-0.69267, -2.48726, 1.00161], [-0.52127, 1.27552, -2.17086], [0.90994, 1.76600, -2.07850], [0.02355, 1.98785, -0.76481]],
  "forces_ev_per_angstrom": [[0.426, -0.641, 2.574], [2.489, 0.289, -0.843], [0.864, 0.824, -1.010], [0.497, 1.537, -0.503], [3.066, -1.673, 0.210], [-0.224, -0.132, -1.157], [-0.469, -0.068, -0.160], [-0.451, -0.705, 0.715], [-1.344, 0.184, 0.520], [-1.755, -1.316, -0.055], [-3.198, -0.255, -1.558], [1.092, 0.442, -0.224], [-0.993, 1.513, 1.493]],
  "mulliken_spin": [-0.017, 0.029, 0.819, 0.152, 0.091, 0.647, 0.258, 0.012, 0.007, 0.013, -0.002, -0.004, -0.005]
}

***

{
  "formula": "C8H8O",
  "method": "ωB97M-V with the def2-TZVPD basis set",
  "lumo_ev": 0.75,
  "spin_multiplicity": 1,
  "homo_ev": -8.44,
  "symbols": ["C", "C", "C", "C", "C", "C", "C", "C", "O", "H", "H", "H", "H", "H", "H", "H", "H"],
  "xyz": [[2.05168, -0.20062, -0.47118], [0.99319, 0.79483, 0.12561], [0.15807, -0.46776, 0.10351], [-1.01463, 0.19926, 0.14645], [1.77022, 0.04852, 1.00746], [1.08794, -1.35847, -0.67931], [-0.33425, 1.56321, 0.17918], [-2.45013, -0.15446, 0.04996], [2.11685, -0.25918, 2.11159], [2.93725, 0.05357, -1.03477], [0.72361, -1.53925, -1.69237], [1.40165, -2.29770, -0.22508], [-0.45963, 2.20272, 1.05217], [-0.52639, 2.12885, -0.73093], [-2.58216, -1.23116, 0.11770], [-2.85445, 0.18909, -0.90500], [-3.01881, 0.32856, 0.84501]],
  "forces_ev_per_angstrom": [[0.365, -0.473, -0.488], [-0.240, 0.013, 1.168], [-3.041, 0.022, -1.494], [0.245, -0.389, 0.324], [2.479, 1.692, 0.660], [0.071, -0.663, -0.348], [-0.049, 0.086, -0.061], [0.113, 0.023, -0.202], [0.069, -0.221, 0.338], [0.214, -0.082, 0.164], [-0.033, -0.020, 0.034], [0.058, -0.002, -0.041], [0.009, 0.060, -0.015], [-0.011, 0.047, -0.075], [-0.079, -0.059, 0.005], [-0.117, -0.009, 0.005], [-0.051, -0.025, 0.026]],
  "lowdin_charge": [-0.024, -0.146, -0.126, -0.186, -0.397, -0.043, -0.005, -0.036, 0.116, 0.129, 0.116, 0.117, 0.118, 0.123, 0.081, 0.082, 0.081]
}